The following is a DFT calculation (ωB97M-V with the def2-TZVPD basis set) of a 13-piece molecular cluster, C21H68N6O13 overall at a distorted geometry.

The geometry in XYZ format:
```
108
C21H68N6O13 (ωB97M-V with the def2-TZVPD basis set)
C 0.672 -3.135 1.648
C -0.007 -2.535 2.878
O 0.544 -3.130 4.005
H 1.633 -2.721 1.474
H 0.037 -3.042 0.763
H 0.792 -4.205 1.850
H -1.060 -2.685 2.648
H 0.149 -1.440 2.937
H 0.359 -2.580 4.813
C 1.013 2.756 4.013
C -0.195 1.841 3.923
O -0.952 1.980 5.135
H 1.768 2.369 4.652
H 0.757 3.775 4.315
H 1.433 2.927 3.043
H 0.170 0.835 3.668
H -0.805 2.085 3.099
H -1.757 1.445 5.095
C -1.875 -5.316 -2.390
C -0.630 -4.507 -2.413
O -0.802 -3.213 -1.857
H -2.612 -5.082 -3.178
H -2.457 -5.274 -1.431
H -1.582 -6.318 -2.514
H -0.135 -4.554 -3.366
H 0.040 -5.006 -1.776
H -0.142 -2.699 -2.269
C -0.644 0.130 -4.831
C -0.605 -0.559 -3.483
O 0.458 -1.453 -3.443
H -0.985 -0.517 -5.621
H 0.245 0.611 -5.123
H -1.472 0.840 -4.726
H -1.538 -1.147 -3.311
H -0.603 0.269 -2.711
H 1.234 -0.852 -3.618
C 1.598 3.880 -3.257
C 0.300 3.115 -3.097
O 0.293 2.430 -1.840
H 1.726 4.483 -4.145
H 2.361 3.164 -3.221
H 1.633 4.570 -2.387
H 0.144 2.578 -3.942
H -0.516 3.781 -3.059
H -0.634 2.248 -1.524
C 2.467 -2.977 -1.142
C 2.788 -3.641 -2.489
O 2.664 -5.040 -2.340
H 1.578 -3.475 -0.653
H 2.134 -1.977 -1.315
H 3.288 -2.897 -0.481
H 3.799 -3.394 -2.812
H 2.089 -3.463 -3.275
H 2.982 -5.433 -3.157
C -3.814 -1.210 -1.210
C -3.714 -2.282 -0.122
O -2.335 -2.520 0.179
H -3.346 -0.293 -0.849
H -4.829 -0.966 -1.482
H -3.444 -1.624 -2.172
H -4.095 -3.207 -0.493
H -4.290 -2.073 0.766
H -1.929 -2.780 -0.657
C 3.208 -0.498 1.740
C 3.543 -0.746 3.269
O 4.821 -1.248 3.284
H 3.443 -1.343 1.164
H 3.748 0.374 1.454
H 2.181 -0.316 1.620
H 2.844 -1.442 3.690
H 3.457 0.166 3.818
H 4.854 -2.130 3.665
C 0.038 5.548 1.874
O 1.353 5.912 2.052
N -0.411 4.467 1.244
N -0.954 6.189 2.377
H 0.367 3.950 0.792
H -1.343 4.069 1.387
H -0.685 7.075 2.844
H -1.937 6.226 1.967
C 2.909 2.932 0.278
O 3.940 2.938 1.156
N 1.944 3.764 0.241
N 2.735 2.003 -0.619
H 2.038 4.553 0.887
H 1.294 3.804 -0.534
H 3.366 1.164 -0.696
H 1.959 2.027 -1.250
C -2.991 -0.207 2.841
O -3.114 1.004 3.517
N -2.394 -0.297 1.689
N -3.647 -1.305 3.092
H -1.801 0.466 1.382
H -2.215 -1.141 1.153
H -4.397 -1.344 3.841
H -3.413 -2.152 2.683
C -2.776 2.156 -1.962
O -2.101 1.961 -0.753
H -2.682 3.205 -2.256
H -3.804 1.895 -1.929
H -2.263 1.598 -2.723
H -2.474 2.657 -0.199
C 0.226 -0.067 -0.181
O 0.078 0.915 0.811
H 0.991 0.262 -0.912
H -0.689 -0.323 -0.702
H 0.531 -0.987 0.231
H 0.915 1.409 0.921
```

The HOMO energy comes out at -8.89 eV. For the LUMO energy, the calculation gives -0.133 eV. The value obtained for the energy is -2147.39973 hartree. For the energy above the lowest of the compared OMol25 structures with the same formula, charge and spin, the calculation gives 86.6 kcal per mole. Its HOMO-LUMO gap is 0.322 Eh. The spin multiplicity is 1. Its net charge is 0. The value obtained for the strongest force on any atom is 8.893 eV/A.